# C15H40CeIOP2Si2

C15H40CeIOP2Si2 as an isolated structure at a distorted geometry (ωB97M-V/def2-TZVPD, the Open Molecules 2025 dataset).

Structure (XYZ):
```
62
C15H40CeIOP2Si2 | the Open Molecules 2025 dataset | ωB97M-V/def2-TZVPD
C 0.321 4.026 -0.219
I 0.149 2.132 1.021
H -0.033 3.830 -1.237
H 1.375 4.314 -0.179
H -0.301 4.754 0.323
Ce 0.281 -0.879 0.660
P 2.349 -0.162 -1.369
C 3.770 0.454 -0.362
C 3.224 -1.393 -2.408
H 4.137 -0.922 -2.800
H 3.269 1.255 -3.143
H 2.589 -1.693 -3.251
H 1.500 1.036 -3.323
H 3.984 -0.202 0.491
H 3.498 -2.297 -1.858
C 2.310 1.209 -2.601
H 4.643 0.492 -1.029
H 2.128 2.165 -2.093
H 3.542 1.461 0.011
P -2.629 -0.050 0.838
C -2.873 0.741 2.484
C -3.485 1.261 -0.137
H -4.251 -1.531 -0.188
H -4.842 -0.915 1.389
H -3.625 -2.237 1.319
C -3.967 -1.307 0.849
H -3.468 1.002 -1.203
H -4.533 1.358 0.191
H -3.947 0.710 2.701
H -2.526 1.782 2.460
H -2.973 2.223 -0.006
H -2.329 0.204 3.268
C 1.250 0.079 2.991
O 1.698 0.567 3.939
C 0.951 -3.895 -0.860
Si 1.685 -3.843 0.861
C 1.821 -5.601 1.455
C 3.432 -3.164 0.831
C 0.679 -2.743 2.002
Si -0.695 -3.593 2.961
C 0.203 -4.522 4.323
C -1.837 -2.394 3.803
C -1.725 -4.741 1.908
H 1.620 -4.517 -1.474
H 0.833 -2.923 -1.367
H -0.030 -4.385 -0.835
H 2.422 -6.171 0.737
H 2.340 -5.652 2.419
H 0.867 -6.124 1.561
H 3.593 -2.281 0.207
H 3.755 -2.915 1.850
H 4.103 -3.950 0.464
H 1.406 -2.458 2.794
H 0.888 -3.844 4.852
H -0.524 -4.879 5.059
H 0.775 -5.386 3.972
H -2.642 -2.043 3.154
H -2.309 -2.873 4.671
H -1.285 -1.530 4.186
H -2.265 -4.194 1.126
H -1.133 -5.533 1.439
H -2.472 -5.229 2.552
```

Its calculated total energy is -2704.25790 a.u. The total charge is +3. The value obtained for the energy above the lowest of the compared OMol25 structures with the same formula, charge and spin is 0.0 kcal per mole. The multiplicity is 1. For the HOMO energy (spin up / spin down), the calculation gives -18.42 / -18.42 eV.

Results of the Löwdin charge analysis, in e, for atoms 1 through 5:
1 C -0.247
2 I 1.121
3 H 0.036
4 H 0.033
5 H 0.040